57
Properties=species:S:1:pos:R:3:forces:R:3:mulliken_spin:R:1 method="wB97M-V/def2-TZVPD" total_energy_ev=-56006.6469 orbital_gap_ev="4.0 / 9.3" de_lowest_ev=11.7136 homo_ev="-3.41 / -8.72" multiplicity=4 s_squared=3.76
V 0.8583 0.4867 0.4132 7.1 7.6 2.4 4.3233
O 2.4205 1.4522 0.7805 1.0 0.7 -0.1 -0.0987
C 1.7917 2.6642 0.4244 0.4 0.2 0.8 0.0329
C 0.2559 2.7709 0.8237 0.1 1.0 0.2 -0.0395
O -0.5199 1.5951 0.5313 -1.7 5.7 0.4 0.1118
H 1.8326 2.9523 -0.6261 0.1 -0.6 -0.6 0.0024
H 2.4584 3.4166 0.8455 -0.7 0.7 0.6 0.0121
H -0.0748 3.6930 0.3458 -0.4 -0.2 -1.1 -0.0034
H 0.0554 3.1333 1.8320 0.6 -0.8 0.8 0.0095
C -4.3921 -0.8937 1.0446 0.4 0.9 0.4 -0.0026
O -3.2681 -1.5383 1.5820 -0.4 -0.3 0.3 -0.0134
C -2.2261 -1.8207 0.6855 0.9 0.2 0.1 0.1706
C -1.1588 -0.6855 0.8308 -5.0 -2.0 0.4 -0.6385
N 0.0329 -0.8776 0.0179 -14.6 -5.6 -4.8 -0.4766
C -0.2785 -0.7790 -1.4058 -1.7 -1.8 -3.1 0.0363
C -0.8294 0.5396 -1.8927 -1.8 0.0 0.2 -0.0022
O -1.1645 0.5175 -3.2907 -0.8 -0.7 -0.6 -0.0083
C -2.5815 0.6521 -3.6995 1.3 0.3 0.5 -0.0005
H -5.2004 -1.5512 0.7245 0.1 -0.3 -0.1 0.0002
H -4.0683 -0.2335 0.2400 -0.2 0.0 -0.4 -0.0003
H -4.7471 -0.2413 1.8424 -0.4 0.0 -0.1 0.0010
H -2.5684 -1.9271 -0.3438 -0.2 -0.1 -0.1 0.0610
H -1.8273 -2.7742 1.0317 0.3 -0.1 -0.3 -0.0867
H -0.9831 -0.6109 1.9040 -0.5 -0.9 -1.4 -0.0387
H -1.6430 0.2743 0.6505 -0.3 -0.7 -0.3 0.0007
H 0.2624 -1.8583 0.0920 -2.1 -2.0 -0.1 0.2875
H -0.9431 -1.5377 -1.8190 -0.5 -0.5 0.8 -0.0671
H 0.6368 -0.9591 -1.9696 -1.4 -0.8 0.3 -0.1778
H -0.0465 1.2598 -1.6552 -1.5 0.6 -0.4 -0.0253
H -1.7647 0.7332 -1.3674 0.3 0.5 0.2 0.0065
H -2.7557 0.2537 -4.6990 0.7 -0.2 0.0 -0.0001
H -2.7856 1.7208 -3.7642 -0.3 0.0 0.3 -0.0003
H -3.2873 0.1172 -3.0639 0.2 0.2 0.4 0.0009
C 1.6019 1.2131 -2.8225 0.2 0.9 0.2 0.0120
O 1.7008 0.2903 -1.7141 2.2 3.2 0.5 -0.0520
C 2.6846 -0.7207 -1.6840 1.1 0.9 -1.2 0.0598
C 3.0049 -1.1311 -0.2563 0.8 0.7 -1.8 0.0304
N 1.7801 -1.1617 0.4896 11.6 -2.6 3.4 -1.4961
C 2.2250 -1.5307 1.8219 -1.0 1.1 2.8 0.2384
C 0.9975 -1.2169 2.7850 1.4 -1.0 -1.0 -0.1770
O 0.4309 0.0734 2.4743 3.2 -0.1 2.3 0.0836
C -0.3192 0.6135 3.5257 -1.1 0.8 1.0 0.0197
H 2.5164 1.3870 -3.3897 0.1 -0.7 0.1 -0.0029
H 1.3470 2.1900 -2.4116 0.4 0.1 0.3 -0.0021
H 0.7093 1.0603 -3.4291 0.7 -0.9 -0.5 0.0027
H 3.5844 -0.3163 -2.1475 0.2 -0.1 -0.1 -0.0343
H 2.2996 -1.4869 -2.3570 0.3 -0.8 0.3 0.1543
H 3.6379 -0.3924 0.2355 0.2 -0.1 -0.4 0.0443
H 3.4964 -2.0961 -0.3804 0.1 -0.4 0.5 -0.0976
H 1.3606 -2.0468 0.2432 1.0 -2.2 -0.7 0.7058
H 3.1391 -1.0307 2.1420 -0.3 0.7 -0.2 0.1256
H 2.5002 -2.5818 1.9085 -0.5 -0.5 -0.2 -0.0970
H 1.2620 -1.3817 3.8295 0.0 0.6 0.1 -0.0297
H 0.2684 -1.9829 2.5210 -0.5 -0.1 0.1 0.1428
H 0.1775 0.8153 4.4747 1.1 0.2 -0.4 -0.0055
H -1.1005 -0.0455 3.9042 -0.4 -0.5 -0.7 -0.0002
H -0.7954 1.5353 3.1915 0.1 -0.2 -0.2 -0.0019